<i>
# C18H16N2O3S

An isolated molecule of C18H16N2O3S (ωB97M-V/def2-TZVPD, OMol25).

```
40
Properties=species:S:1:pos:R:3
C -0.319 -0.667 -1.502
C 0.318 0.440 -0.710
C 1.696 0.553 -0.672
C 2.323 1.552 0.067
C 1.543 2.485 0.738
C 0.166 2.400 0.698
C -0.457 1.379 -0.012
N -1.850 1.258 -0.067
C -2.806 2.006 0.538
O -2.614 2.973 1.237
C -4.228 1.514 0.214
C -4.325 0.039 0.058
C -4.344 -0.690 -1.094
C -4.373 -2.086 -0.868
C -4.366 -2.397 0.452
S -4.327 -0.997 1.451
H -4.386 -3.366 0.909
H -4.400 -2.817 -1.655
H -4.355 -0.248 -2.075
H -4.536 2.005 -0.714
H -4.875 1.871 1.016
H -2.186 0.476 -0.613
H -0.439 3.121 1.222
H 2.016 3.278 1.297
N 3.719 1.669 0.097
C 4.674 0.696 0.092
O 5.837 0.964 -0.144
C 4.255 -0.672 0.442
C 4.894 -1.854 0.163
C 4.130 -2.867 0.779
C 3.096 -2.229 1.398
O 3.162 -0.909 1.202
H 2.282 -2.595 1.993
H 4.325 -3.920 0.768
H 5.789 -1.964 -0.413
H 4.092 2.610 0.063
H 2.298 -0.147 -1.234
H -0.951 -0.270 -2.298
H -0.927 -1.308 -0.863
H 0.448 -1.285 -1.962
```

Structure (SMILES): Cc1cc(NC(=O)c2ccco2)ccc1NC(=O)Cc1cccs1
Highest occupied orbital energy (eV): -8.036

natural (NBO) atomic charge list, values in e, 8 entries: C -0.66; C 0.05; C -0.24; C 0.13; C -0.21; C -0.23; C 0.11; N -0.62

<ii>
# C18H16N2O3S

An isolated molecule of C18H16N2O3S (ωB97M-V/def2-TZVPD, OMol25).

```
40
Properties=species:S:1:pos:R:3
C -4.299 -3.114 0.056
C -5.187 -1.911 -0.145
O -6.373 -2.027 -0.359
C -4.543 -0.573 -0.067
C -3.177 -0.401 0.126
C -2.629 0.877 0.189
C -3.451 1.994 0.061
C -4.811 1.821 -0.131
C -5.357 0.554 -0.196
H -6.416 0.407 -0.346
H -5.446 2.688 -0.230
H -3.022 2.981 0.112
N -1.248 0.965 0.383
C -0.459 2.065 0.445
O -0.826 3.214 0.362
C 1.013 1.685 0.632
H 1.085 1.006 1.484
H 1.579 2.588 0.858
C 1.566 0.990 -0.623
N 2.506 -0.047 -0.287
C 2.137 -1.295 0.120
S 0.605 -1.842 0.286
O 3.228 -2.037 0.379
C 4.319 -1.248 0.150
C 5.656 -1.557 0.282
C 6.557 -0.545 -0.015
C 6.133 0.714 -0.422
C 4.789 1.023 -0.555
C 3.884 0.019 -0.264
H 4.466 2.003 -0.868
H 6.868 1.472 -0.641
H 7.614 -0.743 0.075
H 5.974 -2.535 0.601
H 2.065 1.706 -1.277
H 0.751 0.517 -1.181
H -0.786 0.060 0.468
H -2.517 -1.249 0.225
H -4.901 -4.017 -0.005
H -3.816 -3.067 1.030
H -3.528 -3.144 -0.711
```

Structure (SMILES): CC(=O)c1cccc(NC(=O)CCn2c(=S)oc3ccccc32)c1
Highest occupied orbital energy (eV): -8.583

natural (NBO) atomic charge list, values in e, 8 entries: C -0.72; C 0.58; O -0.54; C -0.16; C -0.23; C 0.23; C -0.25; C -0.20

Which of them is least stable? Easy: <i>.

<i>
# C7H8N2O2

An isolated molecule of C7H8N2O2 (ωB97M-V/def2-TZVPD, OMol25).

```
19
Properties=species:S:1:pos:R:3
C 0.051 2.487 0.572
C -1.433 0.121 -1.339
C 0.961 1.743 0.412
C 2.655 -0.070 -0.013
C -2.262 0.767 -0.526
C 0.342 -0.893 -0.111
C -0.375 -1.599 0.974
N -0.217 -0.268 -1.070
N 1.758 -1.075 -0.211
O 3.828 -0.317 -0.058
O 2.181 1.179 0.321
H -0.856 3.057 0.526
H -1.718 0.081 -2.421
H -2.193 0.915 0.497
H -3.145 1.161 -1.074
H -1.403 -1.635 0.708
H -0.343 -1.074 1.952
H 0.081 -2.559 1.058
H 2.088 -2.022 -0.197
```

Structure (SMILES): C#COC(=O)N/C(C)=N/C=C
Highest occupied orbital energy (eV): -9.046

natural (NBO) atomic charge list, values in e, 8 entries: C -0.33; C -0.02; C 0.30; C 0.91; C -0.45; C 0.47; C -0.69; N -0.42

<ii>
# C7H8N2O2

An isolated molecule of C7H8N2O2 (ωB97M-V/def2-TZVPD, OMol25).

```
19
Properties=species:S:1:pos:R:3
C 2.440 0.914 -0.753
C 1.314 1.601 -0.709
C 2.434 -0.495 -0.143
C -1.011 0.406 -0.141
C 0.948 0.337 1.579
C 0.400 0.542 0.257
C -2.994 -1.132 -0.332
N 1.171 -0.652 0.526
N -1.500 -0.838 -0.249
O 3.173 -1.454 -0.258
O -1.734 1.417 -0.184
H 3.292 0.967 -1.411
H 1.023 2.649 -0.982
H 1.685 1.047 1.870
H 0.228 0.019 2.367
H -3.092 -1.590 0.619
H -3.694 -0.267 -0.423
H -3.128 -1.868 -1.021
H -0.956 -1.604 -0.611
```

Structure (SMILES): CNC(=O)[C@]12C=CC(=O)N1C2
Highest occupied orbital energy (eV): -9.791

natural (NBO) atomic charge list, values in e, 8 entries: C -0.35; C -0.11; C 0.66; C 0.63; C -0.21; C -0.01; C -0.41; N -0.45

Which of them is least stable? Easy: <i>.

<i>
# C4H11N2O2

The ion C4H11N2O2 with charge -1 (ωB97M-V/def2-TZVPD, OMol25).

```
19
Properties=species:S:1:pos:R:3
C 0.559 0.984 0.567
N 1.702 0.992 1.544
C 0.000 -0.431 0.392
C 0.741 -1.170 -0.721
O 0.626 -2.615 -0.495
N -1.423 -0.476 0.115
C -1.936 0.495 -0.960
O -1.875 1.780 -0.637
H 0.752 1.468 -0.393
H -0.170 1.738 0.859
H 1.355 1.473 2.363
H 2.449 1.544 1.146
H 0.218 -0.917 1.348
H 0.076 -1.101 -1.551
H 1.786 -0.907 -0.865
H 1.486 -2.995 -0.669
H -1.985 -0.217 0.909
H -1.370 0.219 -1.883
H -2.990 0.135 -1.071
```

Structure (SMILES): NC[C@H](CO)NC[O-]
Net charge: -1
Highest occupied orbital energy (eV): -2.542

natural (NBO) atomic charge list, values in e, 8 entries: C -0.28; N -0.87; C -0.09; C -0.08; O -0.74; N -0.69; C 0.13; O -0.96

<ii>
# C4H11N2O2

The ion C4H11N2O2 with charge -1 (ωB97M-V/def2-TZVPD, OMol25).

```
19
Properties=species:S:1:pos:R:3
C 0.056 0.477 1.380
N 1.393 0.536 2.086
C -0.178 -0.586 0.311
C 0.830 -0.300 -0.914
O 2.070 -0.113 -0.251
N -1.676 -0.552 -0.088
C -1.861 0.123 -1.507
O -1.052 1.135 -1.618
H -0.051 1.325 0.798
H -0.644 0.428 2.291
H 2.057 0.978 1.509
H 1.814 -0.376 2.410
H 0.046 -1.766 0.584
H 0.762 -1.162 -1.627
H 0.510 0.526 -1.595
H 2.868 -0.330 -0.843
H -2.170 0.073 0.738
H -1.730 -0.823 -2.213
H -3.043 0.408 -1.451
```

Structure (SMILES): NC[C@H](CO)NC[O-]
Net charge: -1
Highest occupied orbital energy (eV): -2.672

natural (NBO) atomic charge list, values in e, 8 entries: C -0.25; N -0.87; C -0.06; C -0.13; O -0.77; N -0.72; C 0.16; O -0.91

Which of them is least stable? Easy: <ii>.

<i>
# C2H3NO2S

An isolated molecule of C2H3NO2S (ωB97M-V/def2-TZVPD, OMol25).

```
9
Properties=species:S:1:pos:R:3
C 0.205 -0.262 -0.431
C -0.414 -0.430 -1.685
N 0.718 0.120 0.508
O 1.465 0.445 1.367
O -0.679 0.671 3.151
S 0.779 0.832 3.236
H 0.289 -0.415 -2.457
H -1.080 -1.369 -1.755
H -1.283 0.408 -1.934
```

2S+1: 3
Highest occupied orbital energy (spin up / spin down) (eV): -6.343 / -10.212

natural (NBO) atomic charge list, values in e, 8 entries: C 0.27; C -0.71; N 0.19; O -0.45; O -0.81; S 0.73; H 0.25; H 0.26

<ii>
# C2H3NO2S

A cluster of 2 separate species, C2H3NO2S in total (ωB97M-V/def2-TZVPD, OMol25).

```
9
Properties=species:S:1:pos:R:3
C -1.860 -1.054 0.077
C 0.554 -0.382 -0.119
N 0.522 0.897 -0.084
O -2.616 -0.158 -0.053
O 1.669 1.733 0.002
S 1.659 -1.536 -0.064
H -2.044 -2.112 0.235
H -0.312 1.463 -0.154
H 2.427 1.149 0.160
```

2S+1: 3
Highest occupied orbital energy (spin up / spin down) (eV): -6.802 / -9.373

natural (NBO) atomic charge list, values in e, 8 entries: C 0.37; C -0.02; N -0.31; O -0.49; O -0.56; S 0.00; H 0.12; H 0.41

Which of them is least stable? Easy: <i>.

<i>
# C3H5FO

A cluster of 2 separate species, C3H5FO in total (ωB97M-V/def2-TZVPD, OMol25).

```
10
Properties=species:S:1:pos:R:3
C 2.304 -0.316 0.610
C -0.584 -0.531 -0.558
C -1.395 0.478 0.121
O 0.598 -0.528 -0.491
F -1.341 -1.451 -1.234
H 2.722 -0.672 -0.225
H 2.392 0.826 0.743
H -0.693 1.046 0.869
H -2.186 -0.013 0.740
H -1.817 1.161 -0.574
```

Highest occupied orbital energy (eV): -8.255

natural (NBO) atomic charge list, values in e, 8 entries: C -0.28; C 0.91; C -0.75; O -0.50; F -0.33; H 0.09; H 0.11; H 0.25

<ii>
# C3H5FO

A cluster of 2 separate species, C3H5FO in total (ωB97M-V/def2-TZVPD, OMol25).

```
10
Properties=species:S:1:pos:R:3
C 0.034 0.496 0.863
C 0.332 0.186 -0.468
C 0.489 0.851 -1.671
H -0.769 -1.187 2.262
H 1.076 0.044 1.237
H 0.195 1.704 1.029
H 0.903 0.157 -2.546
H 0.783 1.923 -1.629
O -1.079 -0.189 1.449
F 0.146 -1.148 -0.476
```

Highest occupied orbital energy (eV): -9.446

natural (NBO) atomic charge list, values in e, 8 entries: C -0.14; C 0.37; C -0.52; H 0.48; H 0.20; H 0.19; H 0.23; H 0.22

Which of them is least stable? Easy: <i>.

<i>
# C6H6INOS

A cluster of 2 separate species, C6H6INOS in total (ωB97M-V/def2-TZVPD, OMol25).

```
16
Properties=species:S:1:pos:R:3
C 0.966 0.077 -1.405
C 0.143 -0.990 1.761
C 1.167 1.449 -1.459
C -0.960 -1.300 1.404
C 0.946 2.241 -0.213
C -2.257 -1.723 0.931
N 0.840 -1.064 -1.610
O 0.637 -2.226 -1.673
S 1.616 2.138 -2.880
I 1.984 -0.463 2.422
H 0.634 1.608 0.614
H 1.866 2.760 0.059
H 0.190 3.004 -0.384
H -2.813 -0.879 0.522
H -2.133 -2.481 0.158
H -2.826 -2.152 1.754
```

Structure (SMILES): CC(=S)C#[N+][O-].CC#CI
Highest occupied orbital energy (eV): -9.048

natural (NBO) atomic charge list, values in e, 8 entries: C 0.11; C -0.32; C -0.16; C 0.01; C -0.67; C -0.69; N 0.26; O -0.36

<ii>
# C6H6INOS

An isolated molecule of C6H6INOS (ωB97M-V/def2-TZVPD, OMol25).

```
16
Properties=species:S:1:pos:R:3
C 0.422 1.707 -0.162
C 1.517 1.143 0.548
C -0.560 0.935 -0.667
C 1.701 -0.178 0.726
C -0.410 -0.541 -0.668
C 0.673 -1.110 0.244
N 0.539 -2.346 0.375
O -1.668 -1.294 -0.122
S -2.990 -0.914 -0.854
I -3.948 0.862 0.459
H 0.415 2.825 -0.278
H 2.271 1.917 0.676
H -1.453 1.251 -1.062
H 2.341 -0.539 1.496
H -0.110 -0.786 -1.677
H 1.261 -2.933 0.967
```

Structure (SMILES): [H]/N=C1\C=CC=C[C@@H]1OSI
Highest occupied orbital energy (eV): -8.433

natural (NBO) atomic charge list, values in e, 8 entries: C -0.22; C -0.17; C -0.17; C -0.26; C 0.00; C 0.23; N -0.58; O -0.66

Which of them is least stable? Easy: <i>.